Record 1
# C3H8BrClSi

A 2-piece molecular cluster, C3H8BrClSi overall (wB97M-V/def2-TZVPD, OMol25).

Properties
Highest occupied orbital energy   -9.221 eV
ΔE to the lowest compared entry with this formula, charge and spin   37.6 kcal per mole
Charge   0
HOMO-LUMO gap   9.67 eV
Multiplicity   1

Element x y z (Å)
C  0.541923  -2.150399  -1.021372
C  -0.447895  2.298787  1.175135
C  0.928426  -1.158043  0.113391
Si  -0.548092  0.905127  -0.086774
Cl  -0.338796  1.456356  -2.026607
Br  -2.657090  0.207390  0.212917
H  -0.561894  -2.251331  -0.785673
H  0.478853  -1.679587  -2.092457
H  1.052709  -3.025080  -0.917022
H  0.272317  2.085693  1.986520
H  -0.085122  3.209997  0.652292
H  -1.362367  2.642379  1.650425
H  1.927924  -0.822435  0.184822
H  0.799104  -1.718854  0.954402

Cartesian forces (eV/Å) of the 2 atoms listed first:
-3.61 5.06 -1.01
1.25 0.91 -0.26

Here is what Mulliken gives for the atomic charges, in e: number 1, C, carries -0.81; number 2, C, carries -1.01; number 3, C, carries -0.92; number 4, Si, carries 0.71; number 5, Cl, carries -0.23; number 6, Br, carries -0.28; number 7, H, carries 0.20; number 8, H, carries 0.20; number 9, H, carries 0.39; number 10, H, carries 0.32; number 11, H, carries 0.29; number 12, H, carries 0.33; number 13, H, carries 0.42; number 14, H, carries 0.39

***

Record 2
# CH3N4O

A 2-piece molecular cluster, CH3N4O overall (wB97M-V/def2-TZVPD, OMol25).

Properties
Highest occupied orbital energy (alpha / beta)   -12.176 / -15.767 eV
ΔE to the lowest compared entry with this formula, charge and spin   48.0 kcal per mole
Charge   +1
HOMO-LUMO gap (alpha / beta)   7.98 / 6.92 eV
Multiplicity   3

Element x y z (Å)
C  -2.072655  -1.175943  2.288684
N  1.437790  0.704879  -2.008982
N  0.127250  -0.467774  -0.589694
N  0.843117  0.170820  -1.182581
N  -1.454873  -0.533683  1.430667
O  -2.549789  -1.868808  3.041961
H  2.304849  1.002939  -2.510696
H  -0.599980  -0.896056  0.073597
H  -1.001528  0.293767  1.678435

Cartesian forces (eV/Å) of the 2 atoms listed first:
1.45 0.65 -0.77
1.87 3.21 -7.86

Here is what Mulliken gives for the atomic charges, in e: number 1, C, carries 0.58; number 2, N, carries -0.53; number 3, N, carries -0.20; number 4, N, carries 0.87; number 5, N, carries -0.63; number 6, O, carries -0.21; number 7, H, carries 0.39; number 8, H, carries 0.46; number 9, H, carries 0.27

***

Record 3
# C2H10N4S

A 2-piece molecular cluster, C2H10N4S overall (wB97M-V/def2-TZVPD, OMol25).

Properties
Highest occupied orbital energy (alpha / beta)   -18.125 / -18.582 eV
ΔE to the lowest compared entry with this formula, charge and spin   17.5 kcal per mole
Charge   +2
HOMO-LUMO gap (alpha / beta)   9.43 / 6.62 eV
Multiplicity   3

Element x y z (Å)
C  0.131880  -0.234388  -0.853477
C  -1.088830  1.762056  -0.159235
N  1.161278  -1.055882  -0.777372
N  -0.284319  0.609163  0.165186
N  1.729733  -1.433119  0.443456
N  0.357753  0.634615  1.296513
S  -1.820706  -1.283526  0.194275
H  -0.266394  -0.031617  -1.841578
H  -1.601651  1.655482  -1.111574
H  -1.827730  1.961660  0.620470
H  -0.447098  2.651701  -0.223742
H  1.448426  -1.545638  -1.631755
H  1.370476  -2.342444  0.754985
H  2.745610  -1.517005  0.362665
H  0.083228  1.279718  2.033306
H  1.061946  -0.117793  1.445171
H  -2.753598  -0.992990  -0.717302

Cartesian forces (eV/Å) of the 2 atoms listed first:
0.66 -0.15 0.48
-0.76 1.47 -0.20

Here is what Mulliken gives for the atomic charges, in e: number 1, C, carries 0.02; number 2, C, carries -0.72; number 3, N, carries 0.03; number 4, N, carries 0.35; number 5, N, carries -0.62; number 6, N, carries -0.43; number 7, S, carries 0.11; number 8, H, carries 0.43; number 9, H, carries 0.35; number 10, H, carries 0.31; number 11, H, carries 0.40; number 12, H, carries 0.28; number 13, H, carries 0.29; number 14, H, carries 0.29; number 15, H, carries 0.25; number 16, H, carries 0.37; number 17, H, carries 0.29

***

Record 4
# C26H51MnN2OP2

C26H51MnN2OP2 as an isolated structure (wB97M-V/def2-TZVPD, OMol25).

Properties
Highest occupied orbital energy (alpha / beta)   -16.951 / -17.024 eV
Charge   +3
HOMO-LUMO gap (alpha / beta)   6.65 / 5.37 eV
Multiplicity   4

Element x y z (Å)
Mn  -0.542704  0.721928  -0.883264
P  -0.462704  -1.217772  -1.961264
P  -0.184704  2.827328  -0.267864
N  0.895396  1.263928  -2.538164
C  1.138696  -1.145472  -2.972664
H  1.778896  -2.011272  -2.734564
H  0.894496  -1.209572  -4.048064
C  1.881196  0.163828  -2.670264
H  2.427196  0.090328  -1.715464
H  2.616096  0.387528  -3.472264
C  1.451296  2.645228  -2.471364
H  0.793496  3.291928  -3.076764
H  2.455796  2.672328  -2.936764
C  1.494796  3.160928  -1.032164
H  1.801796  4.221828  -1.003764
H  2.225996  2.581128  -0.443964
C  -0.015204  3.335228  1.540736
C  0.163696  2.137728  2.488436
H  1.191896  1.738728  2.469336
H  -0.537504  1.323828  2.236336
H  -0.052204  2.454428  3.525436
C  -1.275904  4.172428  -1.006264
C  -2.722704  3.989128  -0.519964
H  -3.423204  4.060128  -1.371764
H  -3.003404  4.772928  0.206536
H  -2.853204  3.004228  -0.041864
C  -1.733804  -1.665972  -3.279264
C  -2.946104  -2.352872  -2.632664
H  -3.853904  -2.282372  -3.260064
H  -3.157404  -1.886572  -1.652564
H  -2.738404  -3.427172  -2.477564
C  -0.186904  -2.795772  -0.969364
C  -1.271904  -3.023372  0.095236
H  -0.895004  -3.720572  0.865736
H  -2.189304  -3.458872  -0.334764
H  -1.545504  -2.078672  0.588936
C  -2.004804  0.406228  0.044936
C  -0.779004  5.612328  -0.819264
H  0.041096  5.666728  -0.080464
H  -0.416304  6.058128  -1.761664
H  -1.599604  6.251228  -0.443564
C  -1.093004  -2.584672  -4.332264
H  -1.773604  -3.415772  -4.585864
H  -0.882604  -2.015572  -5.256364
H  -0.142104  -3.017272  -3.980564
C  0.060796  -4.044172  -1.828664
H  0.281896  -4.912472  -1.181264
H  -0.828104  -4.300872  -2.431464
H  0.914196  -3.916072  -2.518664
C  -1.232004  4.181628  1.955536
H  -2.186304  3.657828  1.787136
H  -1.178804  4.432528  3.027836
H  -1.246404  5.124228  1.377536
H  0.893496  3.964828  1.596036
H  0.747596  -2.542872  -0.430964
H  -1.255604  3.914628  -2.082764
H  -2.061404  -0.722772  -3.757264
O  -3.020604  0.229528  0.613236
H  0.254996  1.219728  -3.336464
H  -1.675004  1.328028  -1.963464
C  0.212996  -3.117472  4.847936
N  0.861496  -3.102072  3.532436
C  0.946296  -4.483272  3.010236
C  0.214696  -2.098772  2.565936
C  1.028796  -0.852072  2.216736
C  1.945396  -0.581872  3.268336
C  3.080896  0.134928  3.090436
C  3.368696  0.574728  1.833036
C  2.434896  0.461028  0.804036
C  1.116996  -0.098972  0.899536
H  -0.825204  -3.505572  4.765736
H  0.178196  -2.105672  5.302436
H  0.772096  -3.776272  5.552236
H  1.888596  -2.912272  3.664936
H  -0.054904  -4.936972  2.874836
H  1.515496  -4.512772  2.055636
H  1.533196  -5.122172  3.719836
H  0.485996  -2.541972  1.633336
H  -0.881904  -2.004872  2.684736
H  1.825296  -0.974472  4.270036
H  3.765896  0.276728  3.918436
H  4.314596  1.074028  1.669136
H  2.833596  0.890328  -0.033264

Cartesian forces (eV/Å) of the 2 atoms listed first:
5.73 0.75 -2.45
0.36 -3.79 -2.22

Here is what Mulliken gives for the atomic charges, in e: number 1, Mn, carries -0.52; number 2, P, carries 0.65; number 3, P, carries 0.31; number 4, N, carries -0.25; number 5, C, carries -1.10; number 6, H, carries 0.42; number 7, H, carries 0.50; number 8, C, carries -0.62; number 9, H, carries 0.05; number 10, H, carries 0.65; number 11, C, carries -0.99; number 12, H, carries 0.47; number 13, H, carries 0.46; number 14, C, carries -0.75; number 15, H, carries 0.61; number 16, H, carries 0.28; number 17, C, carries 0.56; number 18, C, carries -0.97; number 19, H, carries 0.13; number 20, H, carries 0.08; number 21, H, carries 0.58; number 22, C, carries 0.87; number 23, C, carries -1.56; number 24, H, carries 0.34; number 25, H, carries 0.46; number 26, H, carries 0.24; number 27, C, carries 0.93; number 28, C, carries -1.51; number 29, H, carries 0.52; number 30, H, carries 0.23; number 31, H, carries 0.35; number 32, C, carries 0.72; number 33, C, carries -1.20; number 34, H, carries 0.26; number 35, H, carries 0.44; number 36, H, carries 0.02; number 37, C, carries 0.55; number 38, C, carries -1.81; number 39, H, carries 0.48; number 40, H, carries 0.29; number 41, H, carries 0.47; number 42, C, carries -1.69; number 43, H, carries 0.38; number 44, H, carries 0.30; number 45, H, carries 0.57; number 46, C, carries -1.67; number 47, H, carries 0.48; number 48, H, carries 0.31; number 49, H, carries 0.33; number 50, C, carries -1.60; number 51, H, carries 0.36; number 52, H, carries 0.52; number 53, H, carries 0.30; number 54, H, carries 0.78; number 55, H, carries 0.51; number 56, H, carries 0.77; number 57, H, carries 0.73; number 58, O, carries -0.27; number 59, H, carries 0.32; number 60, H, carries -0.76; number 61, C, carries -0.90; number 62, N, carries 0.16; number 63, C, carries -0.92; number 64, C, carries -0.57; number 65, C, carries 0.89; number 66, C, carries -0.89; number 67, C, carries -1.21; number 68, C, carries -1.50; number 69, C, carries -0.37; number 70, C, carries 1.24; number 71, H, carries 0.39; number 72, H, carries 0.33; number 73, H, carries 0.40; number 74, H, carries 0.58; number 75, H, carries 0.36; number 76, H, carries 0.36; number 77, H, carries 0.42; number 78, H, carries -0.64; number 79, H, carries 0.44; number 80, H, carries 0.26; number 81, H, carries 0.49; number 82, H, carries 0.46; number 83, H, carries 0.90